# 1
Molecular formula: C21H38BCaClF4N4O14PV
Method: DFT, ωB97M-V with the def2-TZVPD basis set

Structure (ORCA input):
```
! RIJCOSX wB97M-V def2-TZVPD def2/J DEFGRID3
* xyz 0 1
C -1.922 0.958 -3.566
C -1.251 -0.191 -4.523
C -0.289 -1.234 -3.668
C -0.823 -2.778 -3.969
N -1.886 -3.254 -3.005
O -3.124 -3.282 -3.596
C -3.954 -2.477 -2.688
O -3.293 -1.599 -1.885
O -5.412 -2.560 -2.516
P -6.284 -2.017 -3.921
N -5.848 -0.562 -4.482
O -6.097 -3.142 -5.264
O -7.981 -1.844 -3.422
H -1.397 2.020 -3.699
H -1.818 0.704 -2.410
H -3.076 1.103 -3.818
H -2.064 -0.808 -5.102
H -0.593 0.367 -5.348
H 0.849 -1.092 -3.984
H -0.345 -0.960 -2.523
H 0.135 -3.470 -3.798
H -1.148 -2.839 -5.103
H -1.638 -4.211 -2.635
H -5.068 -0.217 -3.882
H -6.473 -2.614 -6.051
H -7.946 -1.134 -2.695
N 0.609 -2.649 0.018
C 1.141 -1.715 0.868
C 2.503 -1.683 0.668
C 2.803 -2.628 -0.343
C 1.614 -3.208 -0.728
H -0.371 -2.889 -0.048
H 0.507 -1.154 1.542
H 3.205 -1.048 1.191
H 3.780 -2.861 -0.746
H 1.399 -3.969 -1.465
O 1.940 -3.061 -4.723
V 3.219 -4.264 -4.654
O 4.498 -5.467 -4.585
C -10.513 -1.165 0.315
C -10.022 -1.314 -1.136
O -8.986 -0.504 -1.279
H -10.833 -0.139 0.536
H -11.376 -1.819 0.484
H -9.740 -1.449 1.040
H -10.912 -1.141 -1.761
H -9.866 -2.395 -1.278
B 2.224 -6.902 0.861
F 2.865 -6.344 2.040
F 0.796 -6.635 0.914
F 2.788 -6.290 -0.332
F 2.448 -8.337 0.820
Ca -2.276 -6.082 -2.612
C 5.854 1.034 1.871
C 5.557 0.037 2.956
O 5.533 -1.173 2.742
N 5.309 0.507 4.212
C 5.291 1.878 4.665
H 6.030 0.508 0.929
H 5.002 1.707 1.737
H 6.754 1.603 2.122
H 5.118 -0.225 4.886
H 6.036 1.983 5.457
H 4.299 2.085 5.075
H 5.508 2.585 3.864
C 4.567 7.936 4.017
C 4.642 6.731 3.448
C 4.090 5.522 4.121
O 4.156 4.432 3.565
C 3.482 5.691 5.450
C 3.410 6.895 6.020
C 3.938 8.107 5.335
O 3.841 9.204 5.876
O 2.843 7.060 7.270
O 5.235 6.562 2.210
H 4.962 8.823 3.538
H 3.101 4.802 5.935
H 2.909 8.021 7.462
H 5.163 5.602 2.016
C 0.957 3.531 1.541
O 2.318 3.278 1.246
H 0.334 3.043 0.788
H 0.716 3.126 2.528
H 0.773 4.608 1.522
H 2.847 3.722 1.931
Cl -5.276 -4.979 -4.386
*
```

Output
- gap between HOMO and LUMO (eV) = 1.132
- LUMO level (eV) = -6.458
- E_HOMO (eV) = -7.59

Results of the Löwdin charge analysis, in e, for atoms 1 through 4:
1 C -0.148
2 C -0.239
3 C -0.169
4 C -0.175



# 2
Molecular formula: C21H38BN7ReS2Sb
Method: DFT, ωB97M-V with the def2-TZVPD basis set

Structure (ORCA input):
```
! RIJCOSX wB97M-V def2-TZVPD def2/J DEFGRID3
* xyz 3 4
Re 0.560 -0.520 -0.232
C 0.968 2.707 -4.616
N 0.531 1.338 -4.528
C 0.167 0.583 -5.597
C -0.017 -0.692 -5.148
N 0.239 -0.722 -3.808
B 0.291 -2.052 -3.008
N -1.140 -2.578 -2.826
C -1.766 -3.520 -3.583
C -3.009 -3.736 -3.057
N -3.142 -2.921 -1.977
C -4.313 -2.822 -1.145
C -1.989 -2.230 -1.845
S -1.720 -1.106 -0.577
C 0.555 0.534 -3.442
S 0.952 1.154 -1.871
H 0.257 3.292 -5.200
H 1.940 2.752 -5.116
H 1.065 3.137 -3.623
H 0.089 0.985 -6.586
H -0.302 -1.570 -5.688
H 0.747 -1.819 -1.866
H 0.965 -2.853 -3.542
H -1.291 -3.987 -4.422
H -3.789 -4.396 -3.382
H -4.718 -3.818 -0.964
H -5.082 -2.220 -1.636
H -4.066 -2.358 -0.194
N 4.875 -0.449 3.106
C 4.423 -0.593 1.869
C 3.061 -0.383 1.515
N 2.637 -0.533 0.266
C 3.531 -0.884 -0.670
C 4.861 -1.114 -0.317
N 5.277 -0.966 0.910
H 4.282 -0.221 3.885
H 5.840 -0.677 3.298
H 2.342 -0.119 2.284
H 3.201 -0.988 -1.693
H 5.591 -1.428 -1.049
C -2.562 2.199 0.225
C -2.471 1.513 1.575
C -2.901 2.390 2.729
Sb -0.362 0.854 1.883
C 0.630 2.716 2.721
C 0.732 3.720 1.600
C 1.957 2.430 3.377
C -0.291 -0.939 3.258
C -0.171 -2.199 2.412
C -1.482 -1.016 4.187
H -3.606 2.376 -0.026
H -2.133 1.582 -0.567
H -2.057 3.163 0.225
H -3.046 0.582 1.573
H -2.300 3.295 2.794
H -2.853 1.856 3.677
H -3.934 2.697 2.573
H -0.111 3.010 3.465
H 1.425 3.375 0.834
H 1.108 4.663 1.993
H -0.234 3.931 1.146
H 2.716 2.161 2.646
H 1.880 1.663 4.146
H 2.303 3.339 3.871
H 0.615 -0.786 3.849
H -1.134 -2.457 1.974
H 0.143 -3.036 3.036
H 0.578 -2.118 1.596
H -2.419 -1.090 3.641
H -1.537 -0.167 4.863
H -1.391 -1.916 4.796
*
```

Output
- gap between HOMO and LUMO (spin up / spin down) (eV) = 6.212 / 5.652
- LUMO level (spin up / spin down) (eV) = -10.440 / -11.034
- relative energy (zero: lowest compared OMol25 entry of this formula, charge and spin) (kJ/mol) = 83.1
- E_HOMO (spin up / spin down) (eV) = -16.65 / -16.69

Results of the Löwdin charge analysis, in e, for atoms 1 through 4:
1 Re 0.833
2 C 0.010
3 N -0.105
4 C 0.021



# 3
Molecular formula: C21H38FNO8S3
Method: DFT, ωB97M-V with the def2-TZVPD basis set

Structure (ORCA input):
```
! RIJCOSX wB97M-V def2-TZVPD def2/J DEFGRID3
* xyz 0 1
C 43.100 26.123 40.403
C 43.166 24.591 40.584
O 42.897 24.031 41.614
N 43.833 23.845 39.495
H 43.279 24.153 38.565
H 44.800 24.394 39.303
C 43.931 22.430 39.571
H 42.434 26.515 41.217
H 42.685 26.469 39.459
H 44.075 26.809 40.533
H 42.956 22.119 39.681
H 44.697 22.236 40.447
H 44.388 21.961 38.701
O 42.536 24.323 37.286
H 41.895 23.871 37.118
F 39.946 27.050 30.593
C 40.598 26.735 31.748
C 41.008 25.381 31.987
C 41.630 24.997 33.153
C 41.737 25.938 34.174
C 41.281 27.248 33.990
C 40.737 27.701 32.770
H 40.992 24.831 31.060
H 41.953 23.975 33.382
H 41.917 25.485 35.131
H 41.297 27.964 34.784
H 40.484 28.777 32.414
C 39.247 19.088 36.229
C 39.902 20.258 36.795
C 39.794 21.380 35.945
S 39.488 20.784 34.289
O 40.580 21.020 33.324
O 38.141 21.165 33.967
C 39.624 19.077 34.634
H 38.286 19.306 36.303
H 39.323 17.943 36.646
H 41.002 19.908 37.282
H 39.448 20.624 37.753
H 40.886 21.929 35.941
H 39.005 21.974 36.353
H 40.613 18.888 34.621
H 38.988 18.547 33.973
C 43.772 20.150 34.996
C 44.528 21.532 35.053
C 45.932 21.197 35.350
S 45.983 19.746 36.230
O 45.356 19.956 37.565
O 47.374 19.182 36.115
C 44.760 18.991 35.262
H 43.112 20.012 33.939
H 43.060 19.962 35.894
H 43.998 22.261 35.732
H 44.443 22.146 34.148
H 46.331 21.992 35.822
H 46.472 20.940 34.429
H 44.243 18.311 35.812
H 45.233 18.806 34.314
C 37.278 25.913 37.832
C 38.672 25.820 36.990
C 39.314 27.068 37.280
S 38.826 27.655 38.882
O 38.162 28.881 38.623
O 39.837 27.620 39.895
C 37.646 26.400 39.230
H 37.016 24.840 37.768
H 36.503 26.530 37.445
H 38.483 25.624 35.994
H 39.358 24.975 37.033
H 39.154 27.850 36.528
H 40.328 26.917 37.450
H 36.954 27.049 39.706
H 37.961 25.671 39.965
*
```

Output
- gap between HOMO and LUMO (eV) = 8.741
- LUMO level (eV) = -0.191
- relative energy (zero: lowest compared OMol25 entry of this formula, charge and spin) (kJ/mol) = 47.0
- E_HOMO (eV) = -8.93

Results of the Löwdin charge analysis, in e, for atoms 1 through 4:
1 C 0.003
2 C -0.404
3 O 0.133
4 N -0.040



# 4
Molecular formula: C21H38N2O3
Method: DFT, ωB97M-V with the def2-TZVPD basis set

Structure (ORCA input):
```
! RIJCOSX wB97M-V def2-TZVPD def2/J DEFGRID3
* xyz 0 1
C 4.398 -0.833 0.864
C 3.199 -0.321 0.063
C 3.538 0.906 -0.802
C 2.863 2.190 -0.338
C 1.326 2.125 -0.370
C 0.679 3.098 -1.380
C -0.562 2.479 -2.050
C -1.916 2.957 -1.532
C -2.051 3.107 -0.004
C -3.083 2.149 0.631
N -2.389 0.985 1.190
C -2.962 -0.309 0.796
C -2.755 -0.555 -0.715
C -2.272 -1.967 -1.061
C -0.767 -2.039 -0.810
N -0.114 -3.215 -1.380
C -0.036 -3.612 -2.672
C 0.706 -4.746 -2.691
C 1.088 -5.047 -1.390
C 0.559 -4.087 -0.591
C -2.132 1.154 2.532
O -2.203 2.233 3.117
O -1.738 0.025 3.214
C -0.569 0.248 4.002
O 0.298 -0.844 3.938
C 0.564 -1.248 2.615
H 4.967 -0.023 1.312
H 4.033 -1.502 1.638
H 5.069 -1.421 0.244
H 2.431 -0.060 0.786
H 2.877 -1.153 -0.554
H 4.613 1.060 -0.734
H 3.331 0.690 -1.847
H 3.210 3.003 -0.972
H 3.200 2.392 0.676
H 0.979 1.108 -0.533
H 0.977 2.401 0.624
H 0.440 4.031 -0.880
H 1.428 3.284 -2.145
H -0.525 2.751 -3.104
H -0.466 1.398 -2.032
H -2.652 2.241 -1.893
H -2.196 3.898 -1.992
H -1.124 2.942 0.531
H -2.369 4.125 0.196
H -3.750 1.852 -0.170
H -3.692 2.660 1.367
H -4.029 -0.337 1.016
H -2.516 -1.133 1.338
H -3.631 -0.276 -1.293
H -1.964 0.125 -1.015
H -2.774 -2.718 -0.457
H -2.459 -2.121 -2.119
H -0.562 -2.027 0.247
H -0.309 -1.157 -1.256
H -0.492 -3.080 -3.480
H 0.966 -5.294 -3.574
H 1.694 -5.867 -1.061
H 0.615 -3.973 0.471
H -0.864 0.324 5.040
H -0.035 1.132 3.662
H -0.246 -1.889 2.281
H 0.668 -0.405 1.926
H 1.488 -1.815 2.582
*
```

Output
- gap between HOMO and LUMO (eV) = 9.103
- LUMO level (eV) = 0.745
- SMILES = CCCCCCCCCCN(CCCCn1cccc1)C(=O)OCOC
- E_HOMO (eV) = -8.36

Results of the natural (NBO) charge analysis, in e, for atoms 1 through 4:
1 C -0.602
2 C -0.396
3 C -0.398
4 C -0.395



# 5
Molecular formula: C21H38N4O
Method: DFT, ωB97M-V with the def2-TZVPD basis set

Structure (ORCA input):
```
! RIJCOSX wB97M-V def2-TZVPD def2/J DEFGRID3
* xyz 0 1
C 3.666 1.381 5.642
C 3.233 1.542 4.185
C 1.870 2.224 4.118
C 3.215 0.176 3.491
C 3.141 0.247 1.961
N 1.824 0.640 1.488
C 1.814 1.409 0.261
C 1.987 0.557 -1.001
N 0.944 -0.453 -1.045
C 1.028 -1.247 -2.269
C -0.117 -2.191 -2.402
C -0.130 -3.568 -2.119
N -1.317 -4.093 -2.342
N -2.079 -3.083 -2.759
C -1.409 -1.911 -2.822
C -2.012 -0.612 -3.237
C -3.343 -0.769 -3.974
C -3.872 0.599 -4.397
C -4.062 1.498 -3.178
C -2.748 1.649 -2.417
C -2.203 0.286 -2.007
C 1.036 -1.289 0.139
C 0.866 -0.458 1.420
C -0.556 0.098 1.562
C -1.587 -0.963 1.945
O -2.870 -0.410 2.130
H 4.662 0.948 5.706
H 3.680 2.346 6.144
H 2.974 0.730 6.171
H 3.967 2.178 3.676
H 1.130 1.634 4.655
H 1.917 3.212 4.571
H 1.549 2.319 3.085
H 2.374 -0.405 3.872
H 4.132 -0.358 3.750
H 3.864 0.990 1.615
H 3.453 -0.728 1.553
H 2.603 2.162 0.307
H 0.854 1.929 0.199
H 1.900 1.192 -1.886
H 2.993 0.096 -1.005
H 1.023 -0.545 -3.109
H 1.973 -1.819 -2.304
H 0.678 -4.182 -1.772
H -3.040 -3.256 -3.004
H -1.299 -0.114 -3.907
H -4.077 -1.239 -3.314
H -3.213 -1.405 -4.854
H -4.822 0.481 -4.923
H -3.165 1.066 -5.086
H -4.426 2.478 -3.492
H -4.815 1.058 -2.519
H -2.901 2.270 -1.531
H -2.017 2.153 -3.054
H -1.240 0.391 -1.504
H -2.902 -0.200 -1.321
H 0.257 -2.051 0.088
H 2.011 -1.812 0.173
H 1.059 -1.116 2.274
H -0.545 0.868 2.335
H -0.860 0.557 0.621
H -1.329 -1.425 2.901
H -1.626 -1.751 1.179
H -3.100 0.090 1.339
*
```

Output
- gap between HOMO and LUMO (eV) = 8.833
- LUMO level (eV) = 0.747
- relative energy (zero: lowest compared OMol25 entry of this formula, charge and spin) (kJ/mol) = 25.0
- SMILES = CC(C)CCN1CCN(Cc2cn[nH]c2C2CCCCC2)C[C@@H]1CCO
- E_HOMO (eV) = -8.09

Results of the natural (NBO) charge analysis, in e, for atoms 1 through 4:
1 C -0.598
2 C -0.210
3 C -0.613
4 C -0.398



# 6
Molecular formula: C21H38N4O5
Method: DFT, ωB97M-V with the def2-TZVPD basis set

Structure (ORCA input):
```
! RIJCOSX wB97M-V def2-TZVPD def2/J DEFGRID3
* xyz 0 1
C -3.515 -3.221 -3.088
C -2.981 -1.890 -2.562
C -4.141 -0.949 -2.248
C -2.106 -2.144 -1.330
C -1.434 -0.875 -0.787
N -0.125 -1.192 -0.237
C 0.193 -1.201 1.067
O -0.553 -0.869 1.964
C 1.667 -1.594 1.307
N 2.467 -0.398 1.112
C 2.783 0.056 -0.122
O 2.502 -0.537 -1.143
O 3.438 1.220 -0.025
C 3.924 1.897 -1.213
C 4.923 1.011 -1.956
C 2.751 2.282 -2.114
C 4.617 3.146 -0.669
C 1.879 -2.181 2.705
C 1.048 -3.453 2.858
C 3.356 -2.478 2.947
C -2.311 -0.202 0.280
O -3.264 -0.778 0.783
N -2.034 1.085 0.542
C -0.930 1.864 0.010
C -1.064 3.219 0.702
C -1.674 2.854 2.053
C -2.664 1.759 1.676
C -4.034 2.343 1.266
N -4.941 1.388 1.015
O -4.254 3.533 1.194
H -2.698 -3.895 -3.336
H -4.114 -3.066 -3.982
H -4.139 -3.698 -2.336
H -2.359 -1.434 -3.343
H -3.785 0.041 -1.975
H -4.791 -0.850 -3.116
H -4.724 -1.340 -1.418
H -1.326 -2.861 -1.594
H -2.713 -2.576 -0.533
H -1.280 -0.167 -1.612
H 0.614 -1.372 -0.907
H 1.979 -2.315 0.544
H 2.612 0.215 1.899
H 5.345 1.560 -2.794
H 4.429 0.119 -2.332
H 5.727 0.714 -1.288
H 2.026 2.871 -1.555
H 2.262 1.390 -2.496
H 3.112 2.872 -2.951
H 5.424 2.862 0.001
H 5.024 3.730 -1.488
H 3.908 3.756 -0.115
H 1.525 -1.445 3.434
H 1.342 -4.193 2.116
H -0.009 -3.234 2.737
H 1.198 -3.878 3.847
H 3.966 -1.585 2.837
H 3.710 -3.222 2.236
H 3.498 -2.869 3.951
H -1.003 1.951 -1.078
H 0.027 1.393 0.260
H -0.109 3.732 0.790
H -1.761 3.854 0.156
H -2.182 3.698 2.515
H -0.917 2.460 2.730
H -2.823 1.025 2.472
H -5.862 1.649 0.703
H -4.655 0.413 1.031
*
```

Output
- gap between HOMO and LUMO (eV) = 9.429
- LUMO level (eV) = 0.519
- relative energy (zero: lowest compared OMol25 entry of this formula, charge and spin) (kJ/mol) = 16.7
- SMILES = CC(C)C[C@H](NC(=O)[C@@H](NC(=O)OC(C)(C)C)C(C)C)C(=O)N1CCC[C@H]1C(N)=O
- E_HOMO (eV) = -8.91

Results of the natural (NBO) charge analysis, in e, for atoms 1 through 4:
1 C -0.599
2 C -0.211
3 C -0.609
4 C -0.397



Calculated max |F| in order - 9.33; 2.45; 15.47; 1.86; 0.91; 0.72 eV/Å